# 1
C43H41Cl5FN5Y | the ωB97M-V functional and the def2-TZVPD basis

Results
Net charge = +1
Spin multiplicity = 1
Frontier orbital gap = 7.37 eV
Max |F| = 0.93 eV Å⁻¹
E_tot = -119079.9252 eV
Energy relative to the best compared isomer or geometry (same formula, charge and spin) = 0.000 eV

XYZ file:
```
96
Properties=species:S:1:pos:R:3:forces:R:3
Y -0.808563 0.028034 0.008833 -0.51 0.72 -0.29
Cl 0.891979 -5.644667 -0.886499 0.00 0.00 -0.01
Cl -2.142893 -1.774168 2.931918 0.13 0.00 -0.10
Cl -1.828472 -4.764062 3.688113 -0.01 0.01 0.01
Cl -0.278535 -6.707241 1.810815 0.00 -0.01 0.00
Cl 0.403022 -2.694848 -1.724388 0.02 -0.01 0.22
F -0.229769 2.453031 -0.147969 -0.04 0.06 -0.10
N -3.071139 -1.110351 -0.585932 0.06 -0.06 -0.10
N -1.085428 1.285189 2.199809 0.12 -0.05 0.03
N -1.175097 0.862974 -2.421768 -0.06 0.07 0.01
N 1.432041 0.382348 0.050329 0.35 -0.10 0.11
N -3.024729 1.471596 0.250127 -0.02 0.00 -0.03
C 2.834578 -0.472870 -3.803205 -0.04 -0.01 -0.08
C 2.967509 0.306100 -2.490539 -0.03 -0.02 0.07
C -1.265236 -2.847160 1.843242 -0.11 -0.03 0.19
C 3.220365 -0.630764 -1.319679 0.06 0.00 0.10
C -0.139456 -3.245004 -0.137131 0.24 0.01 -0.18
C -1.957107 2.292194 2.324134 0.02 0.01 0.04
C -2.048923 3.055787 3.477621 -0.01 -0.01 -0.03
C -3.170372 -2.233163 -1.309435 0.00 0.01 0.01
C -4.306360 -3.017084 -1.326739 0.02 -0.01 -0.02
C -2.815211 2.621758 1.136586 0.00 -0.04 0.03
C -0.566302 0.322475 -4.686308 0.05 -0.04 0.07
C -1.968622 1.843955 -2.895583 0.04 -0.05 0.03
C 2.773417 -1.522236 0.899251 0.03 -0.04 0.01
C -3.970754 0.552298 0.910888 0.00 0.03 -0.03
C 1.082618 2.755003 0.221075 0.05 -0.05 0.04
C 3.633116 3.292862 0.888250 0.03 -0.01 0.01
C -5.390320 -2.627201 -0.553305 -0.03 -0.03 0.00
C -4.126541 -0.725983 0.134494 0.02 -0.04 0.01
C -1.186003 2.797412 4.528561 0.00 0.04 0.02
C 0.048645 -4.588609 0.169620 -0.16 -0.01 0.05
C -0.739398 -2.307732 0.681868 -0.02 -0.45 0.13
C 3.256452 1.979928 0.643305 -0.03 0.08 0.10
C -3.656501 1.949461 -1.001978 -0.02 -0.03 0.11
C -0.481697 0.150292 -3.316724 0.01 0.00 -0.05
C 4.083342 1.342943 -2.653850 0.05 0.03 -0.03
C 1.933144 1.655941 0.303414 -0.10 -0.14 -0.12
C 4.249349 -1.557264 -1.455663 -0.02 -0.01 0.04
C -0.260946 1.037905 3.228211 -0.05 -0.06 -0.08
C 2.038497 -1.524344 2.223899 0.07 0.05 0.04
C -0.266859 1.770504 4.398592 0.01 -0.04 -0.03
C -5.303248 -1.458571 0.181393 0.02 0.03 0.00
C 2.728046 4.341347 0.797091 0.01 0.07 0.01
C 3.800948 -2.442028 0.710533 -0.03 -0.11 0.04
C 1.996537 -2.891716 2.901717 0.02 -0.01 0.08
C -2.098468 2.083884 -4.255703 0.00 0.02 0.01
C 4.543250 -2.462700 -0.452783 0.05 0.02 -0.09
C -2.720470 2.711556 -1.927709 0.05 0.07 -0.01
C -0.478326 -5.061699 1.371143 0.01 0.02 0.02
C 2.477295 -0.599610 -0.118783 -0.02 0.00 -0.20
C 1.411230 4.063504 0.448187 0.01 0.01 0.02
C -1.162757 -4.184539 2.215242 0.04 -0.05 -0.09
C -1.402265 1.310143 -5.168010 -0.01 0.01 -0.06
C 2.629679 -0.479012 3.172401 0.19 -0.01 0.07
H -6.294300 -3.222029 -0.531550 0.02 0.01 0.00
H 2.164475 -0.532932 4.162174 -0.01 -0.01 -0.03
H -2.747975 2.881889 -4.589557 0.01 -0.02 -0.01
H 4.663402 3.496857 1.153093 -0.03 0.01 -0.01
H 0.429397 0.217292 3.100399 -0.13 0.09 0.00
H -3.311468 3.423817 -2.501851 -0.03 -0.02 -0.02
H 0.661343 4.838856 0.346656 0.04 -0.02 0.00
H 0.187740 -0.589473 -2.912374 0.05 -0.04 0.00
H -3.777333 3.025539 1.475996 -0.02 -0.01 0.01
H 5.045010 0.844745 -2.801918 -0.03 0.01 0.00
H 2.036220 0.842469 -2.295601 -0.05 0.00 -0.03
H 3.988813 1.187144 0.717539 -0.01 0.00 -0.01
H -4.947986 1.037093 1.028934 -0.02 0.00 0.00
H 3.036346 5.360533 0.986077 0.00 -0.03 0.00
H 0.434170 1.528590 5.184691 -0.01 0.00 0.00
H 1.006121 -1.259965 2.001004 -0.10 0.08 0.04
H 2.514806 0.534884 2.785748 0.07 -0.02 0.00
H -6.131515 -1.110664 0.784634 0.00 -0.01 -0.01
H -1.232277 3.388283 5.434202 0.00 -0.01 -0.01
H -3.597688 0.327783 1.910941 0.02 -0.03 0.03
H -4.332884 -3.915248 -1.928346 -0.01 0.02 0.02
H -4.055243 1.083851 -1.527814 -0.01 -0.01 -0.03
H -2.003600 3.308506 -1.362573 -0.01 -0.01 0.01
H 3.698491 -0.661749 3.309778 -0.03 -0.01 -0.01
H 0.021369 -0.307328 -5.339041 -0.01 0.03 0.00
H 2.144336 -1.316803 -3.729473 -0.03 0.03 0.03
H -4.511957 2.581033 -0.731136 0.00 0.03 -0.01
H 2.955187 -3.147608 3.358233 -0.01 0.02 -0.01
H 4.833061 -1.572851 -2.368049 -0.01 -0.01 0.01
H 1.742039 -3.681080 2.195676 -0.02 -0.02 -0.01
H -1.507010 1.484339 -6.231124 0.01 0.00 0.02
H 1.251241 -2.893220 3.701109 0.01 0.02 -0.01
H -2.295037 -2.511327 -1.884241 -0.02 -0.01 0.01
H -2.785707 3.846534 3.538900 0.02 -0.01 0.01
H 4.172022 1.995362 -1.787447 -0.02 -0.01 0.01
H 4.025221 -3.161745 1.489349 -0.01 0.07 -0.05
H 3.796426 -0.884503 -4.112137 0.00 0.02 0.01
H 2.502498 0.189207 -4.606102 -0.02 0.00 0.02
H 5.341939 -3.182526 -0.579800 -0.01 0.02 0.00
H 3.895075 1.966712 -3.531839 0.00 -0.01 0.04
H -2.323035 3.413920 0.575822 0.02 0.03 -0.01
```
Forces are in eV/Å.

List of Mulliken charges in e, atom by atom:
1. Y -1.43
2. Cl -0.17
3. Cl -0.23
4. Cl -0.17
5. Cl -0.16
6. Cl -0.35
7. F 0.99
8. N 1.09
9. N 1.57
10. N 1.04
11. N 3.13
12. N 1.15
13. C -1.56
14. C 1.25
15. C 1.06
16. C 0.70
17. C 0.73
18. C 0.65
19. C -1.05
20. C -0.47
21. C -1.12
22. C -1.96
23. C -1.39
24. C 0.66
25. C 0.77
26. C -1.18
27. C -0.90
28. C -0.71
29. C -0.64
30. C 0.44
31. C -0.79
32. C -0.20
33. C -0.70
34. C -1.12
35. C -0.95
36. C 0.18
37. C -1.55
38. C 0.88
39. C -0.29
40. C -0.63
41. C 3.77
42. C -0.90
43. C -1.15
44. C -0.94
45. C -0.70
46. C -2.46
47. C -1.09
48. C -1.50
49. C -1.03
50. C 0.32
51. C -0.60
52. C -1.27
53. C -0.01
54. C -0.78
55. C -1.65
56. H 0.46
57. H 0.42
58. H 0.51
59. H 0.48
60. H 0.35
61. H 0.67
62. H 0.50
63. H -0.06
64. H 0.71
65. H 0.33
66. H -0.67
67. H 0.43
68. H 0.63
69. H 0.43
70. H 0.56
71. H -1.98
72. H 0.42
73. H 0.53
74. H 0.45
75. H 0.37
76. H 0.51
77. H 0.53
78. H 0.10
79. H 0.32
80. H 0.61
81. H 0.22
82. H 0.51
83. H 0.52
84. H 0.36
85. H 0.45
86. H 0.43
87. H 0.38
88. H 0.37
89. H 0.56
90. H 0.28
91. H 0.42
92. H 0.47
93. H 0.42
94. H 0.42
95. H 0.46
96. H 0.53



# 2
C43H41FGeNO6SSeZn | the ωB97M-V functional and the def2-TZVPD basis

Results
Net charge = -1
Spin multiplicity = 1
Frontier orbital gap = 7.02 eV
Max |F| = 0.28 eV Å⁻¹
E_tot = -242871.4215 eV
Energy relative to the best compared isomer or geometry (same formula, charge and spin) = 0.000 eV

XYZ file:
```
96
Properties=species:S:1:pos:R:3:forces:R:3
Se -1.632857 -1.021083 -2.771551 -0.06 0.02 -0.07
Ge 0.079856 -1.233673 4.601063 0.03 0.02 -0.03
Zn 0.219303 -1.039750 -1.292763 0.01 0.04 0.01
S -2.517567 1.904172 1.391186 -0.11 0.03 0.01
F 5.757195 1.772043 -4.019208 0.01 0.04 -0.05
O 2.079189 -0.952353 -2.139525 -0.03 -0.01 0.00
O 0.694035 -2.682509 -0.286209 0.11 -0.07 0.01
O -3.711495 2.602337 1.970915 0.01 0.00 0.00
O 0.264397 0.342486 0.130176 0.12 -0.04 0.11
O 2.108751 -3.754376 1.064868 -0.05 0.08 -0.18
O 2.371875 0.973540 0.602731 -0.14 -0.04 0.04
N 5.012398 -0.980912 0.682927 0.03 0.00 0.00
C -1.831094 -0.835124 4.633690 -0.03 -0.01 0.04
C -4.301201 -1.417696 -1.818089 -0.01 -0.01 -0.02
C 5.981949 -0.886299 1.798162 -0.02 0.01 0.02
C 0.691725 -5.795902 5.766052 -0.01 0.00 -0.01
C -2.659075 -2.671707 -0.597439 -0.01 0.01 0.01
C 2.965659 -1.932540 -0.153498 0.01 -0.06 -0.04
C 0.315224 -4.875217 6.736681 0.01 0.00 -0.01
C 2.252217 1.425717 7.899673 0.01 0.01 0.00
C -2.959682 0.182876 1.181109 0.03 0.02 -0.03
C -2.969168 -1.782449 -1.626934 0.03 0.01 0.01
C 0.896088 -5.377597 4.459259 0.00 -0.03 0.02
C 0.725797 -4.040731 4.116865 -0.05 0.00 -0.03
C -2.500858 2.311562 -0.355416 -0.01 0.01 0.00
C 7.313585 0.746448 0.464627 -0.02 0.01 -0.02
C -2.762684 -1.868690 4.529772 0.01 0.00 -0.04
C -3.661711 0.756225 4.649699 0.07 0.01 0.01
C 1.845653 -2.886620 0.228340 -0.08 0.04 0.27
C -4.124062 -1.596868 4.482709 -0.01 0.01 0.03
C 0.345701 -3.107643 5.082047 0.00 -0.01 0.00
C 0.906111 1.119442 8.038052 0.00 0.00 0.01
C 0.145227 -3.541844 6.393301 -0.01 0.01 0.01
C -4.573338 -0.284834 4.544562 -0.01 -0.01 -0.02
C -4.982520 -2.780826 0.046952 0.00 -0.03 0.01
C 0.863667 0.561795 2.414481 0.03 -0.01 -0.04
C 5.329183 -1.159370 3.145387 -0.03 0.01 0.02
C 2.299677 0.214207 5.825277 0.01 -0.02 -0.01
C 4.421116 0.355833 -2.703463 -0.01 -0.01 -0.01
C 2.950270 0.972606 6.788250 0.00 0.00 0.00
C 3.000338 -1.087263 -1.302190 0.01 0.04 0.01
C 5.204031 -0.255649 -0.489659 -0.01 0.02 -0.04
C -5.299207 -1.917198 -0.992819 -0.01 0.01 0.00
C 6.610925 0.498626 1.787061 0.00 -0.01 -0.02
C -2.300503 0.478939 4.697891 -0.04 0.01 -0.02
C 6.498139 1.231744 -1.857225 0.02 0.02 0.03
C -3.658289 -3.154494 0.236519 0.00 -0.01 0.01
C 6.335196 0.565536 -0.663675 0.00 0.00 0.00
C 0.261616 0.361430 7.068217 -0.02 0.00 0.00
C 3.964847 -1.815955 0.764975 0.04 -0.01 -0.02
C 1.227575 0.658522 0.934082 0.03 0.00 -0.07
C 0.947865 -0.106001 5.948338 0.01 0.00 0.01
C 5.549034 1.104403 -2.863431 -0.02 -0.03 0.02
C 0.841383 -0.913148 2.833513 0.00 -0.01 -0.02
C 4.244440 -0.340430 -1.503211 0.00 -0.01 0.04
H -2.187260 -0.293530 0.579561 0.00 0.04 0.05
H -3.392096 -3.824797 1.046326 -0.01 0.01 -0.02
H 2.854588 -0.131161 4.958952 0.00 0.00 0.01
H 5.822767 1.241437 1.941210 0.00 0.00 0.01
H 8.153554 0.051892 0.357481 -0.01 -0.01 0.00
H -3.931773 0.128899 0.688568 0.03 -0.02 0.00
H -2.278235 3.374854 -0.432776 0.00 -0.02 -0.01
H 3.897516 -2.441011 1.641144 -0.02 -0.01 0.02
H -6.328048 -1.614812 -1.154044 0.02 0.00 0.00
H 6.043056 -0.915726 3.933054 0.00 0.00 -0.01
H -0.145686 -2.829555 7.160023 0.01 -0.01 -0.01
H 0.354988 1.475503 8.900411 0.00 0.00 -0.01
H -3.004889 -0.279403 2.164518 -0.01 0.00 0.01
H 4.448305 -0.525586 3.267765 0.00 0.00 -0.01
H -1.599193 1.305116 4.766485 -0.01 -0.02 0.00
H -4.003428 1.782938 4.646980 0.01 -0.03 0.00
H 1.593320 1.125962 2.998667 -0.01 -0.02 0.00
H -5.758490 -3.155258 0.704087 0.02 0.01 -0.01
H 5.034357 -2.198011 3.284452 0.00 0.01 -0.01
H 4.000098 1.214636 6.670506 -0.01 0.00 0.00
H 0.893176 -3.748682 3.084511 0.03 0.01 0.01
H 0.238562 -1.487252 2.121694 0.02 0.01 0.02
H 7.354797 1.876670 -2.014197 -0.02 -0.02 0.00
H -5.633730 -0.070681 4.488402 0.02 0.00 0.00
H -3.491017 2.100793 -0.762699 0.03 0.00 0.00
H 6.771546 -1.625840 1.619242 0.00 -0.01 0.00
H 7.727582 1.755089 0.425369 0.01 0.00 0.00
H -4.550294 -0.722968 -2.611702 0.00 -0.01 0.01
H -4.834096 -2.410108 4.387774 0.01 0.01 0.00
H -0.120666 1.006643 2.563739 -0.04 0.04 -0.02
H -1.735011 1.720110 -0.855311 0.02 -0.02 0.00
H 3.655776 0.299396 -3.465581 0.03 -0.01 0.03
H -1.630418 -2.970474 -0.428047 -0.03 -0.03 -0.01
H 0.153526 -5.197065 7.758764 0.00 0.00 -0.01
H 1.185788 -6.089365 3.695811 0.01 0.02 0.00
H -2.421081 -2.897376 4.475173 0.00 0.01 0.00
H 0.822313 -6.839163 6.029555 0.00 0.02 0.00
H 7.311168 0.569830 2.620048 0.00 -0.01 0.01
H 1.847204 -1.345119 2.797746 -0.01 0.01 -0.01
H 2.755052 2.020639 8.652685 -0.01 -0.01 -0.01
H -0.795355 0.140795 7.181048 0.03 0.00 0.00
```
Forces are in eV/Å.

List of Mulliken charges in e, atom by atom:
1. Se -0.37
2. Ge 2.79
3. Zn 0.05
4. S 0.60
5. F -0.38
6. O -0.92
7. O -0.85
8. O -0.75
9. O 0.17
10. O -0.75
11. O -0.68
12. N 0.32
13. C 0.25
14. C -0.51
15. C 0.51
16. C -0.37
17. C -0.25
18. C -0.07
19. C -0.71
20. C -0.45
21. C 0.67
22. C -0.03
23. C -0.60
24. C -0.55
25. C -0.86
26. C -1.14
27. C -0.71
28. C -0.63
29. C 0.28
30. C -0.76
31. C -0.38
32. C -0.67
33. C -0.31
34. C -0.51
35. C -0.50
36. C -0.02
37. C -1.77
38. C -0.44
39. C -0.77
40. C -0.46
41. C 2.07
42. C -0.66
43. C -0.54
44. C -1.00
45. C -0.21
46. C -0.73
47. C -0.50
48. C 1.05
49. C -0.24
50. C -0.94
51. C 0.10
52. C -0.13
53. C 0.07
54. C 0.17
55. C 0.53
56. H -0.61
57. H 0.42
58. H 0.35
59. H 0.35
60. H 0.34
61. H 0.57
62. H 0.38
63. H 0.95
64. H 0.34
65. H 0.56
66. H 0.37
67. H 0.38
68. H -0.65
69. H 0.19
70. H 0.36
71. H 0.29
72. H 0.37
73. H 0.38
74. H 0.51
75. H 0.43
76. H 0.35
77. H -0.10
78. H 0.49
79. H 0.38
80. H 0.30
81. H 0.10
82. H 0.45
83. H 0.37
84. H 0.42
85. H -0.08
86. H 0.01
87. H 0.62
88. H 0.55
89. H 0.40
90. H 0.46
91. H 0.35
92. H 0.37
93. H 0.39
94. H -0.33
95. H 0.37
96. H 0.36